1.
Here is C6H16BBr6Na2 as an isolated structure from the OMol25 dataset. Energies are from the ωB97M-V functional and the def2-TZVPD basis.

```
31
Properties=species:S:1:pos:R:3:mulliken_charge:R:1
Br 3.72690 -4.51713 0.76790 -0.1027
Br 1.00260 -0.31051 -2.97133 -0.1136
Br -1.21993 5.10691 0.06738 -0.1295
Br 3.59518 -0.29554 2.62567 -0.2116
Br -3.27326 1.00081 0.16915 -0.1923
Br -1.81683 0.27222 -5.20768 -0.1249
Na -2.13727 -1.92674 1.91092 0.9051
Na 0.33983 0.27006 3.35618 0.8976
C 4.18686 -2.02754 1.93715 -0.5318
C -2.58686 3.74864 0.21273 -0.6577
C -1.93424 2.41434 -0.01813 -0.3473
C 3.03316 -2.85392 1.47484 -0.3846
C -0.90080 -0.23592 -2.55317 0.1998
C -1.59064 0.81821 -3.36829 -0.7524
B 0.03264 -1.09600 1.01312 0.3112
H 4.77328 -2.51531 2.71049 0.4238
H -1.52384 2.31781 -1.01809 0.1898
H -0.94846 -0.04774 -1.48234 -0.4799
H -3.03974 3.82664 1.19674 0.4074
H -1.01963 1.74387 -3.38194 0.4496
H 0.28836 -1.66173 2.04607 -0.3024
H -2.58828 1.03089 -2.98513 0.3385
H 4.85196 -1.77244 1.11697 0.4018
H -1.28686 -1.23521 -2.73258 0.4563
H -1.15334 2.19505 0.70326 0.2902
H 2.33522 -3.11577 2.26580 0.2673
H -0.79717 -0.23075 1.20448 -0.4899
H -3.35549 3.95498 -0.52680 0.4017
H 1.00434 -0.59413 0.52291 -0.1098
H 2.45800 -2.37064 0.68886 0.1510
H -0.45567 -1.89340 0.25484 -0.1606
```

Summary:
Net charge: +1
Spin multiplicity: 1
E_HOMO in eV: -11.9
HOMO-LUMO gap in eV: 7.23
Calculated total energy in eV: -436240.4900

2.
Here is a 2-piece molecular cluster, C6H16BIN5O4S overall at a distorted geometry from the OMol25 dataset. Energies are from the ωB97M-V functional and the def2-TZVPD basis.

```
34
Properties=species:S:1:pos:R:3:mulliken_charge:R:1
I -2.52885 -0.71678 -3.02961 0.0359
S 0.00363 1.75109 1.89278 -0.0477
O -4.41158 1.08987 -1.62946 -0.3786
O -1.85488 -1.96715 0.38338 -0.4834
O -1.13807 -2.22829 2.39396 -0.5010
O 2.93905 2.25665 -0.69223 -0.6244
N 2.91218 -0.20974 -0.59212 0.0634
N -1.30160 1.96515 -1.21382 -0.1612
N -2.01914 -2.22250 1.56763 0.8392
N 0.88176 1.16206 -1.30866 0.0146
N 0.28663 2.61232 0.43061 -0.3378
C -3.40398 -2.55290 2.00359 -0.7451
C -3.31595 0.66415 -1.58094 -0.0248
C -0.01932 1.88962 -0.72019 0.0514
C -2.25356 1.03289 -0.55633 -0.2216
C 3.62998 -0.35830 0.69328 -1.0474
C 2.10442 -1.39888 -0.91736 -1.0495
B 2.33143 1.04150 -0.83930 0.2565
H 1.18946 1.11954 1.99597 0.1226
H 3.61667 0.57288 1.26460 0.4349
H -3.38233 -2.75598 3.06706 0.3073
H 1.30517 -1.56534 -0.18627 0.3806
H 3.90164 2.18267 -0.68078 0.3469
H -1.24832 1.71748 -2.20342 0.3496
H 1.66575 -1.29585 -1.91098 0.3607
H 4.67781 -0.61965 0.53275 0.3045
H -2.72906 1.51187 0.30087 0.3550
H -1.74672 0.12442 -0.22948 0.4056
H -4.03148 -1.69827 1.76743 0.2949
H 0.57718 0.64751 -2.13191 0.2698
H 2.74898 -2.27752 -0.94910 0.3643
H 1.17848 3.09173 0.36715 0.4434
H 3.15596 -1.14635 1.27912 0.3212
H -3.72133 -3.41992 1.43178 0.3003
```

Summary:
Net charge: +1
Spin multiplicity: 1
E_HOMO in eV: -13.0
HOMO-LUMO gap in eV: 9.04
Calculated total energy in eV: -41727.0927

3.
Here is C6H16BaFO6S2 as an isolated structure at a distorted geometry from the OMol25 dataset. Energies are from the ωB97M-V functional and the def2-TZVPD basis.

```
32
Properties=species:S:1:pos:R:3:mulliken_charge:R:1
Ba 1.51546 2.24387 -2.53713 1.8054
S 3.79530 -3.17002 -2.22455 1.1117
S -1.88466 1.54016 2.33101 1.1189
F 0.55909 -0.06577 -1.55749 -0.7638
O -2.69025 0.34704 2.12508 -0.5729
O 2.31585 -3.96070 -2.17426 -0.3177
O -2.94040 2.73152 2.70904 -0.2587
O -0.77303 1.54223 3.28060 -0.5921
O 4.77203 -4.09855 -2.76366 -0.5558
O 3.98217 -2.57256 -0.92788 -0.5881
C 3.33557 -1.86099 -3.47938 -0.6379
C -3.35440 4.73998 3.65629 -1.3119
C 1.22020 -3.51304 -1.50279 -0.1318
C -2.50244 4.03650 2.65117 -0.1825
C -1.37474 2.04267 0.60210 -1.0543
C 0.34774 -4.59085 -0.98153 -1.2514
H -0.73207 1.30690 0.11865 0.4807
H 4.14613 -1.13231 -3.49008 0.3954
H -0.19700 -5.00668 -1.82913 0.2949
H -2.99217 5.76661 3.71028 0.3756
H -4.42996 4.75510 3.48016 0.3395
H -1.48596 4.14273 3.03010 0.3636
H -0.99970 3.06611 0.59708 0.2944
H -2.52121 4.37579 1.61549 0.3163
H -2.29977 1.96534 0.03075 0.3369
H 0.98128 -5.33824 -0.50389 0.3394
H 1.52579 -2.89174 -0.66095 0.3778
H 3.08965 -2.47582 -4.34519 0.3141
H -3.13852 4.22055 4.58994 0.3170
H -0.37083 -3.97401 -0.44183 0.3658
H 0.62558 -2.80510 -2.08015 0.2531
H 2.47530 -1.36678 -3.02795 0.0183
```

Summary:
Net charge: +1
Spin multiplicity: 1
E_HOMO in eV: -12.6
HOMO-LUMO gap in eV: 6.61
Calculated total energy in eV: -43839.0623

4.
Here is a 3-piece molecular cluster, C6H16BrO2 overall at a distorted geometry from the OMol25 dataset. Energies are from the ωB97M-V functional and the def2-TZVPD basis.

```
25
Properties=species:S:1:pos:R:3:mulliken_charge:R:1
Br 0.16487 2.51143 1.98300 -0.0482
O -1.50796 1.82145 -0.96940 -0.4537
O 2.24227 0.01018 1.45751 -0.4761
C 3.34895 -2.02843 0.68475 -1.4630
C 2.38072 -0.40777 -0.89400 -1.2959
C -2.15640 -0.41563 -0.48551 -1.3142
C 2.22760 -1.01849 0.47004 0.8747
C -2.63683 1.00964 -0.86038 0.3980
C -3.59513 1.55288 0.17812 -1.0857
H 3.42784 -2.76431 -0.11547 0.3803
H -3.05325 1.81822 1.08590 0.2437
H 3.16465 0.34757 -0.94885 0.3646
H 2.54693 -1.11858 -1.70346 0.3673
H -2.97679 -1.13093 -0.42712 0.4158
H 1.28116 -1.55914 0.47703 0.0888
H -4.01078 2.48243 -0.21082 0.2973
H 3.24495 -2.47477 1.67373 0.3404
H 4.30305 -1.50284 0.64544 0.3543
H -3.12141 0.86211 -1.82553 0.3152
H -0.99753 1.67842 -0.16902 0.1794
H 1.45863 0.09525 -1.18521 0.2811
H -4.27616 0.77897 0.53220 0.3481
H -1.75151 -0.46986 0.52505 0.3423
H -1.33415 -0.77309 -1.10537 0.3163
H 1.62629 0.69519 1.18746 0.2293
```

Summary:
Net charge: 0
Spin multiplicity: 2
E_HOMO (spin up / spin down) in eV: -10.3 / -10.3
HOMO-LUMO gap (spin up / spin down) in eV: 11.01 / 6.02
Calculated total energy in eV: -80617.2672
⟨S²⟩: 0.75

5.
Here is a 3-piece molecular cluster, C6H16BrO6S2 overall at a distorted geometry from the OMol25 dataset. Energies are from the ωB97M-V functional and the def2-TZVPD basis.

```
31
Properties=species:S:1:pos:R:3:mulliken_charge:R:1
Br -12.37737 20.71944 -0.99032 -0.8986
S -16.84489 21.41525 -3.44727 1.1257
S -7.78338 21.62151 -2.65659 1.1223
O -16.04544 22.47967 -4.01280 -0.5663
O -6.39514 21.30339 -2.41703 -0.6443
O -8.46866 20.95000 -3.72232 -0.5868
O -7.94712 23.24057 -2.94092 -0.2517
O -17.91216 20.85244 -4.28155 -0.6436
O -17.54079 21.91894 -2.00716 -0.3100
C -15.78405 20.04450 -2.70758 -0.5249
C -7.57698 25.46429 -3.67850 -1.1290
C -19.35858 22.27070 -0.61405 -1.2251
C -7.14517 23.93688 -3.81774 -0.2663
C -18.73673 21.30384 -1.59052 -0.1213
C -8.70907 21.53572 -1.04991 -0.8229
H -15.59244 19.30528 -3.48536 0.3131
H -7.43929 23.58196 -4.80547 0.3175
H -16.32236 19.54054 -1.90486 0.2511
H -8.98298 20.49534 -0.87473 0.3608
H -18.41269 20.35210 -1.16945 0.2661
H -19.41302 20.98214 -2.38251 0.3409
H -14.83987 20.39361 -2.28955 0.0697
H -20.29539 21.97986 -0.13877 0.3630
H -6.07956 23.82097 -3.61994 0.3170
H -8.16971 21.98024 -0.21349 0.3244
H -9.70223 21.94015 -1.24527 0.2485
H -18.67362 22.60055 0.16705 0.3108
H -7.69582 25.80086 -2.64860 0.3056
H -8.54954 25.52508 -4.16690 0.2905
H -7.02180 26.23543 -4.21255 0.3591
H -19.47336 23.23014 -1.11844 0.3049
```

Summary:
Net charge: -1
Energy above the lowest of the compared OMol25 structures with the same formula, charge and spin in kcal/mol: 42.10
Spin multiplicity: 1
E_HOMO in eV: -4.3
HOMO-LUMO gap in eV: 7.11
Calculated total energy in eV: -110480.2588

6.
Here is C6H16F7MgNO8S2 as an isolated structure at a distorted geometry from the OMol25 dataset. Energies are from the ωB97M-V functional and the def2-TZVPD basis.

```
41
Properties=species:S:1:pos:R:3:mulliken_charge:R:1
S 2.58526 2.45356 -1.21391 0.9685
S 0.16309 3.36778 -1.82045 0.9083
Mg -0.63700 -1.28365 0.43367 1.5439
F 0.12660 1.67784 -3.99655 -0.2274
F 2.90923 4.78572 0.02047 -0.2106
F 3.97425 3.17248 1.00803 -0.2321
F -1.67176 -4.08277 1.68204 -0.6212
F -0.91576 3.56841 -4.29926 -0.2094
F 1.69217 3.46556 1.11174 -0.2220
F 1.23114 3.52097 -4.37401 -0.2093
O -1.19319 3.32303 -1.32010 -0.6263
O 2.33548 -1.48287 3.54510 -0.4718
O -4.04799 -1.46985 -1.93913 -0.4993
O 3.44978 1.28483 -1.09164 -0.7052
O 3.04936 3.25259 -2.34481 -0.5641
O 0.81541 4.68666 -1.81361 -0.5339
O 1.40472 -3.70879 -2.41605 -0.4846
O -2.81007 1.19014 3.11859 -0.4901
N 1.06698 1.99058 -1.15482 -0.4023
C 3.37802 -2.42411 3.71629 -0.5694
C 2.79132 3.50960 0.37247 0.6583
C -5.36314 -1.75566 -1.42710 -0.5494
C 0.11650 2.96344 -3.77320 0.6841
C 1.92429 -5.02363 -2.29753 -0.5681
C -3.17037 1.73063 4.42252 -0.5909
H 1.27375 -5.77789 -2.74023 0.2596
H 3.05436 -3.06321 4.53782 0.2657
H -3.23935 0.96671 5.19697 0.2380
H -2.46854 2.44070 4.85994 0.2745
H 2.08343 -1.28086 4.44913 0.3029
H -5.39330 -2.04125 -0.37561 0.2484
H 3.53660 -3.10379 2.87905 0.2196
H 1.96276 -5.43560 -1.28912 0.2297
H -4.08419 2.32382 4.38838 0.2533
H 1.71571 -3.35400 -3.25212 0.3062
H -5.55495 -2.68679 -1.96029 0.2619
H 2.92061 -5.08337 -2.73558 0.2582
H -6.07138 -1.00041 -1.76787 0.2451
H -4.07769 -1.49572 -2.89832 0.2966
H 4.28638 -1.94297 4.07892 0.2570
H -3.14858 1.82215 2.48017 0.3076
```

Summary:
Net charge: 0
Energy above the lowest of the compared OMol25 structures with the same formula, charge and spin in kcal/mol: 269.52
Spin multiplicity: 1
E_HOMO in eV: -9.7
HOMO-LUMO gap in eV: 3.97
Calculated total energy in eV: -70478.7550